C50H64N9S2SbSe4Sr as an isolated structure. Source: the OMol25 dataset; level of theory: wB97M-V/def2-TZVPD.

Values from the calculation:
E_HOMO (spin up / spin down) (Eh): -0.0784 / -0.0784
Kohn-Sham gap (spin up / spin down) (eV): 3.9 / 3.8
Molecular weight (Da): 1380.5
ΔE to the lowest compared entry with this formula, charge and spin (eV): 3.616
F_max (eV Å⁻¹): 2.33

```
! wB97M-V def2-TZVPD RIJCOSX def2/J DEFGRID3
* xyz -2 1
C -4.358 0.635 -1.647
H 0.984 3.528 2.693
H -5.400 -3.278 1.347
H -4.984 2.934 -2.998
C -5.488 -4.587 -0.363
C -2.397 3.190 0.254
C -2.149 -5.867 1.346
H -6.325 -1.306 -1.988
C 3.923 1.884 -2.968
H -3.309 3.284 -3.417
C -3.815 -1.384 -0.216
H 5.707 1.103 -3.936
Se 3.292 -1.732 6.484
H 5.076 -4.997 0.878
H 6.652 -2.519 -0.999
H -0.719 -1.844 6.209
C -1.854 1.055 2.808
H -1.325 2.301 -3.686
H 0.265 3.451 -4.408
H -1.127 -6.494 -0.461
C 2.073 4.766 -0.186
S -0.940 3.507 -0.535
C 2.053 0.511 -1.750
H 4.458 1.973 -2.018
Sb 3.625 0.742 6.489
C -1.316 -0.475 4.666
N -2.684 2.361 1.211
H 2.770 2.274 -5.720
C 1.366 2.014 -3.290
H -5.908 4.436 0.711
H -4.875 -4.930 1.675
C -4.316 1.988 -4.820
H 4.366 3.325 2.528
H 2.355 4.291 -1.131
H 4.564 -6.025 2.221
H 1.122 -2.804 4.819
H -5.422 -3.805 -1.120
C 2.866 2.852 0.988
C 1.714 2.545 -5.726
H -4.690 4.104 1.977
C -2.223 0.974 -2.313
H 2.786 4.708 3.575
H -6.507 -0.093 -3.256
H -4.877 -1.493 -0.022
H -3.033 -6.168 1.915
C 2.691 -3.457 0.752
H 0.406 -4.853 1.180
C 4.947 -2.216 0.323
H 2.602 -5.566 0.851
C -5.031 3.844 0.978
S -3.739 4.261 -0.228
Se 3.930 1.439 8.850
C 0.194 -3.879 0.756
C 1.286 3.070 -4.350
C 3.000 -4.748 1.461
C 1.293 4.323 2.013
C 0.478 -2.025 4.435
C 1.304 -3.091 0.448
N 3.618 5.087 1.706
C -4.832 -4.119 0.943
C 0.675 -1.513 3.160
H -7.710 -0.200 -1.957
C -3.437 -0.296 -1.011
C -4.065 2.497 -3.395
H 1.141 1.654 -5.987
C -1.991 -6.792 0.133
H 4.561 -0.144 -3.417
H -6.541 -4.830 -0.204
H 2.928 6.664 0.537
N 0.706 0.437 -1.760
C 2.904 -0.311 -0.997
N -1.630 -2.361 0.194
H 4.114 5.604 -0.247
H 4.212 0.826 -4.845
H 3.959 -0.063 -1.037
C -1.110 1.549 -2.936
C 2.540 -1.453 -0.286
H 5.410 -2.721 1.167
C -3.606 1.402 -2.487
C -2.273 -4.431 0.943
H 5.160 -1.151 0.436
H 1.183 5.373 -0.362
C -0.544 -1.489 5.202
H -5.062 1.191 -4.816
N 1.726 3.726 0.764
H 2.570 2.070 1.691
C 3.235 5.622 0.405
H 1.927 3.914 -4.079
H -5.245 2.780 0.916
H -4.978 -5.472 -0.746
C 4.464 -5.032 1.779
H 3.959 2.861 -3.458
C -1.158 -3.554 0.614
H 4.843 -4.308 2.499
H -2.873 -6.741 -0.507
C -3.409 -3.701 0.743
Se 1.720 1.939 5.458
Se 5.708 1.237 5.192
C 0.241 1.319 -2.676
C 3.461 -2.418 0.316
H 5.114 -2.216 -1.836
H -4.686 2.792 -5.462
Sr -0.458 -0.331 0.141
H -6.184 1.725 -1.560
H -3.397 1.584 -5.247
N -1.822 1.388 1.572
C -5.824 0.711 -1.360
H 3.135 2.384 0.036
C 4.647 0.854 -3.846
H -1.281 -5.987 1.998
H -2.473 1.619 3.510
C -1.066 -0.037 3.362
N -0.088 -0.571 2.619
H -2.108 -0.014 5.241
H 4.914 3.678 0.886
H -5.991 0.508 -0.299
H 1.489 -1.886 2.550
H -1.852 -7.827 0.455
C 2.494 1.519 -2.703
C 2.477 5.138 2.620
H 0.425 4.955 1.809
C 5.577 -2.715 -0.984
H 2.435 -4.752 2.399
H 2.199 6.184 2.785
N -2.173 -0.036 -1.415
C -6.645 -0.284 -2.191
N 1.265 -1.884 -0.157
H 1.557 3.303 -6.497
C 4.046 3.701 1.553
H 5.421 -3.788 -1.103
C -2.981 -2.404 0.245
*
```

C28H47BrMnN2OP2 as an isolated structure. Source: the OMol25 dataset; level of theory: wB97M-V/def2-TZVPD.

Values from the calculation:
E_HOMO (spin up / spin down) (Eh): -0.4499 / -0.4523
Kohn-Sham gap (spin up / spin down) (eV): 5.1 / 3.2
Molecular weight (Da): 624.5
F_max (eV Å⁻¹): 4.31

```
! wB97M-V def2-TZVPD RIJCOSX def2/J DEFGRID3
* xyz 2 6
Br 2.092 -1.199 2.053
C -2.789 2.296 -1.999
H -2.437 -3.094 -0.885
N -7.125 5.661 -5.645
H 5.194 -2.868 3.188
C -5.968 3.677 -4.953
C -0.392 -3.475 1.413
C 0.677 -2.572 -1.169
H -1.344 1.588 6.854
H 7.135 -2.473 -2.122
H -0.355 -3.497 -2.871
H 5.403 -0.466 -2.049
H -0.272 -2.976 2.388
H -2.105 0.898 4.474
C -3.244 -1.553 0.446
H 0.081 0.419 -1.859
H 7.723 1.468 0.130
P -0.508 -2.137 0.159
C -3.642 2.940 -2.990
H -1.717 -4.934 0.466
C -1.125 0.507 6.786
H -1.451 1.504 -3.488
H -7.063 3.936 -6.813
H 0.990 -2.440 -3.292
H 5.385 0.971 1.337
H 1.519 -1.869 -1.056
C 5.378 -1.381 -1.443
H -5.156 3.678 -1.679
H -2.081 -0.042 6.842
H 1.057 -3.572 -0.909
H -5.656 2.666 -5.193
H 4.312 -1.031 1.506
H 6.543 2.779 0.298
C 0.902 -0.386 5.526
C -1.082 0.497 4.378
C -6.753 4.402 -5.870
Mn 0.082 -0.007 1.335
H -5.779 6.140 -2.603
H -1.264 -5.286 2.139
H -3.286 2.909 -4.035
C 6.727 1.808 -0.166
C 0.144 -2.556 -2.605
H 0.565 -3.975 1.210
C -1.652 1.571 -2.415
C -2.187 -2.082 -0.537
O -0.589 0.321 3.239
H -3.922 2.920 -0.257
H -2.810 -0.904 1.219
H -2.122 -1.422 -1.417
C 6.045 -2.538 -2.181
H 1.239 -0.391 6.565
H 5.832 -1.228 3.348
H -2.424 1.821 1.381
H -3.787 -2.366 0.947
H 1.577 0.217 4.907
C -3.048 2.367 -0.610
H -2.464 -4.029 1.809
H 4.329 -1.604 -1.208
C 5.128 -1.755 1.350
H 5.758 -2.506 -3.234
C -6.785 6.266 -4.507
H 4.688 -2.638 0.868
C -1.082 1.027 -0.127
H 5.734 -3.506 -1.780
C -4.797 3.593 -2.714
H -0.552 -1.731 -2.795
H -3.987 -0.962 -0.109
H 6.798 -2.473 2.517
H -7.107 7.302 -4.364
C -2.193 1.745 0.316
C -1.533 -4.480 1.447
H -0.492 0.221 7.634
C 5.649 0.821 0.282
C -0.799 0.949 -1.492
H 0.862 -1.422 5.150
C -6.049 5.610 -3.511
P 6.250 -0.937 0.138
N -0.447 0.200 5.518
C -5.610 4.290 -3.731
C 5.784 -2.097 2.683
H 6.718 1.947 -1.250
H 4.733 0.926 -0.315
*
```

A 2-piece molecular cluster, C6H14O overall. Source: the OMol25 dataset; level of theory: wB97M-V/def2-TZVPD.

Values from the calculation:
E_HOMO (Eh): -0.3319
Kohn-Sham gap (eV): 9.8
Molecular weight (Da): 102.2
ΔE to the lowest compared entry with this formula, charge and spin (eV): 1.001
F_max (eV Å⁻¹): 1.86

```
! wB97M-V def2-TZVPD RIJCOSX def2/J DEFGRID3
* xyz 0 1
O -0.129 2.104 3.479
H -0.206 0.400 -3.103
H 0.411 -1.917 -3.247
H -0.363 3.004 3.732
H 0.292 -2.168 -1.496
C -0.374 -0.175 -2.182
C 0.118 -0.071 0.329
C -1.123 -0.377 1.121
H -0.793 -0.861 2.043
C 1.334 -0.313 0.788
H -1.663 -1.173 0.594
H 0.153 1.712 4.313
H 0.781 1.311 -1.174
H 2.220 -0.016 0.235
H 1.491 -0.907 1.676
H 1.555 -1.209 -2.173
C 0.487 -1.425 -2.273
H -1.762 0.470 1.335
C -0.093 0.695 -0.950
H -0.913 1.401 -0.804
H -1.421 -0.486 -2.243
*
```

A 3-piece molecular cluster, C28H51FN5O4S2 overall. Source: the OMol25 dataset; level of theory: wB97M-V/def2-TZVPD.

Values from the calculation:
E_HOMO (Eh): -0.3997
Kohn-Sham gap (eV): 6.5
Molecular weight (Da): 604.9
F_max (eV Å⁻¹): 7.83

```
! wB97M-V def2-TZVPD RIJCOSX def2/J DEFGRID3
* xyz 1 1
C -0.343 0.868 3.190
O -1.546 2.127 -0.967
H 2.015 -1.362 3.696
N -2.093 -0.222 -2.517
H -5.415 -0.947 0.209
H 7.884 -5.504 -4.007
C -2.884 1.845 -1.377
C 5.443 -3.124 -4.609
O 0.703 6.793 1.056
C 7.098 -4.693 -3.896
C -0.671 3.437 3.111
C -2.987 0.938 -2.619
H 3.519 -3.279 3.451
H 3.369 -5.021 0.744
H -0.143 -1.400 2.714
C 5.641 -3.162 -3.081
H 3.067 4.411 3.054
C 0.167 2.211 2.420
N 4.175 -0.476 -0.234
C 3.273 0.110 0.539
C 3.976 -1.995 1.636
N 6.624 -4.120 -2.642
S 5.806 -5.468 -0.287
C 2.687 -0.998 1.532
H -1.470 0.786 3.013
H 4.714 -2.486 -5.196
H -9.667 1.393 -0.686
H -2.051 4.768 1.914
C 1.933 -0.563 2.877
H -0.160 3.620 -1.015
C 0.354 -0.396 2.481
H -3.246 2.617 -3.974
H -6.247 -1.891 -3.219
O -0.469 5.892 2.821
N 6.417 -4.122 -5.031
H -0.409 4.494 1.135
H -7.784 -1.775 0.757
C -2.704 1.668 -3.929
H -3.028 1.061 -4.779
H 1.304 2.374 2.550
H 6.030 -5.475 2.154
C -9.105 0.554 -1.102
F 2.932 1.471 0.423
H -7.982 -1.991 -2.911
H -8.886 -1.951 -0.597
H -3.456 2.771 -1.504
C -6.779 -1.639 -1.136
C 3.185 5.536 2.921
H 4.965 -2.443 -2.519
C 7.002 -4.413 -1.239
S 8.454 -3.843 -0.594
C 3.972 -4.699 1.677
H -1.642 1.874 -4.075
H 3.722 -2.646 -0.591
H 2.261 -3.339 2.116
H -0.039 0.890 4.291
H -3.340 1.313 -0.535
H -0.076 3.735 4.040
H -7.160 -0.423 -2.919
C -0.929 3.195 -1.665
C -7.064 -1.470 -2.626
H -0.012 2.138 1.286
O -8.332 -0.016 -0.058
H 5.435 -2.196 -0.163
H -2.344 -0.754 -1.685
H -1.160 0.134 -2.302
H 2.325 0.428 3.320
H -8.452 0.951 -1.881
H -6.468 -2.678 -0.985
H -6.011 0.190 -0.749
H 0.317 -0.199 1.342
H 3.755 -5.528 2.456
H 4.216 5.963 2.640
H 2.258 7.387 3.734
C 0.737 6.388 2.237
H -1.684 2.974 3.403
C 2.121 6.490 3.048
H 4.794 -1.453 2.238
H -4.017 0.570 -2.672
C 3.403 -3.337 2.303
H -1.640 3.985 -1.923
C -8.012 -1.392 -0.243
H 6.080 -3.712 1.546
C 5.561 -4.720 1.431
N -5.658 -0.767 -0.764
C 4.340 -1.956 0.077
H -9.815 -0.161 -1.527
C -0.927 4.690 2.131
H 4.777 -0.110 -0.987
H 1.922 -1.549 0.868
H -0.431 2.824 -2.563
*
```

The molecule C5H3N3. Source: the OMol25 dataset; level of theory: wB97M-V/def2-TZVPD.

Values from the calculation:
E_HOMO (Eh): -0.3606
Kohn-Sham gap (eV): 8.2
Molecular weight (Da): 105.1
ΔE to the lowest compared entry with this formula, charge and spin (eV): 3.872
F_max (eV Å⁻¹): 5.07

```
! wB97M-V def2-TZVPD RIJCOSX def2/J DEFGRID3
* xyz 0 1
N 1.360 -1.283 -0.081
C 0.210 -0.746 -0.160
C 1.837 0.879 0.060
C 0.334 0.737 -0.134
N 2.456 -0.288 -0.042
N -0.728 1.328 -0.130
H -1.859 -1.986 0.228
H 2.362 1.907 0.032
C -1.210 -1.033 -0.059
H -2.909 0.356 0.345
C -1.853 0.128 -0.059
*
```

C32H34Ge2O3Tc as an isolated structure. Source: the OMol25 dataset; level of theory: wB97M-V/def2-TZVPD.

Values from the calculation:
E_HOMO (Eh): -0.4240
Kohn-Sham gap (eV): 7.5
Molecular weight (Da): 709.8
ΔE to the lowest compared entry with this formula, charge and spin (eV): 1.025
F_max (eV Å⁻¹): 8.32

```
! wB97M-V def2-TZVPD RIJCOSX def2/J DEFGRID3
* xyz 1 1
H -5.369 -0.301 -2.017
C -1.547 -0.379 -0.338
H 1.700 5.736 -1.828
C 1.736 4.409 -0.141
H -2.857 2.271 -2.416
C -1.057 4.741 -1.771
C 3.176 0.087 4.755
H 5.463 5.377 0.179
O 1.708 0.222 6.544
H 0.337 3.804 -3.110
H 2.066 3.191 1.599
H -3.675 6.667 -2.726
C -2.302 3.983 1.812
H -3.931 3.992 3.206
C -2.314 5.241 3.861
H -4.889 -0.983 -0.453
H -0.551 6.392 4.271
H -0.223 0.371 4.640
C 1.845 0.191 5.229
O -0.090 0.246 2.220
H -2.863 -2.746 -2.170
H 4.273 0.899 0.036
H 4.085 6.354 -1.621
C 1.017 0.207 2.941
C 0.396 0.216 7.101
C -0.311 2.065 -0.179
H 3.980 0.034 5.476
C -2.797 6.039 -2.809
H -0.157 -0.666 6.775
C -2.941 4.369 2.981
C 3.415 0.050 3.425
C 2.728 -0.076 1.073
C -4.707 -0.175 -1.161
C 2.306 5.305 -1.040
H -2.783 6.079 -4.952
H -2.564 5.816 -0.684
H -0.155 1.120 6.836
H -2.817 5.545 4.769
C 2.376 0.086 2.443
C -2.179 5.557 -1.663
C 4.418 5.108 0.092
C -1.168 4.908 -4.172
H -1.454 -2.036 -2.971
O 1.832 -0.266 0.173
H 0.588 5.722 2.185
C -0.403 5.341 2.407
C 4.126 -0.058 0.544
H -2.765 1.288 -3.884
Ge -2.854 -0.214 -1.818
H -3.049 -1.933 -3.727
H -0.778 4.649 -5.148
H -2.781 3.291 1.128
C -1.033 4.476 1.517
H 4.454 3.819 1.806
H 0.535 0.183 8.177
C -0.548 4.426 -3.030
C -2.295 5.711 -4.059
C 3.854 4.220 0.999
H 4.899 -0.172 1.293
C 0.806 0.267 4.326
H -1.582 -1.425 0.023
Tc 0.089 0.392 0.322
C -1.042 5.720 3.579
Ge -0.184 4.014 -0.186
C 2.517 3.873 0.882
C -2.402 1.387 -2.862
H -4.925 0.779 -0.683
C 3.646 5.651 -0.925
C -2.519 -1.907 -2.775
H -1.321 1.521 -2.875
H 4.227 -0.845 -0.201
H 4.439 -0.036 3.099
*
```

C4H8S as an isolated structure. Source: the OMol25 dataset; level of theory: wB97M-V/def2-TZVPD.

Values from the calculation:
E_HOMO (spin up / spin down) (Eh): -0.3015 / -0.3015
Kohn-Sham gap (spin up / spin down) (eV): 7.6 / 7.6
Molecular weight (Da): 88.2
ΔE to the lowest compared entry with this formula, charge and spin (eV): 2.117
F_max (eV Å⁻¹): 5.51

```
! wB97M-V def2-TZVPD RIJCOSX def2/J DEFGRID3
* xyz 0 1
H 1.260 1.453 -1.744
C 0.514 1.574 -1.115
H -1.278 0.457 -0.687
H -1.740 -1.142 1.456
H -0.263 -1.111 2.450
H 1.398 -0.516 0.824
C -0.569 -1.287 1.405
H -0.180 2.159 -1.652
C 0.263 -0.500 0.539
S 0.317 -1.174 -1.803
H 0.878 2.160 -0.211
H -0.415 -2.299 1.214
C -0.186 0.226 -0.678
*
```

A 2-piece molecular cluster, C5H10ClF overall. Source: the OMol25 dataset; level of theory: wB97M-V/def2-TZVPD.

Values from the calculation:
E_HOMO (spin up / spin down) (Eh): -0.2545 / -0.2954
Kohn-Sham gap (spin up / spin down) (eV): 7.3 / 9.0
Molecular weight (Da): 124.6
ΔE to the lowest compared entry with this formula, charge and spin (eV): 3.691
F_max (eV Å⁻¹): 4.48

```
! wB97M-V def2-TZVPD RIJCOSX def2/J DEFGRID3
* xyz 0 1
H 1.032 1.850 -1.989
C 0.634 1.295 -0.009
H -0.043 -1.958 -0.248
H 0.276 0.852 1.987
Cl -2.875 0.363 0.326
C -1.673 -0.695 -0.389
H -1.884 -0.740 -1.524
F -0.144 2.354 0.265
C -1.050 -1.940 0.199
C 1.159 1.016 -1.302
H 0.636 0.086 -1.681
C 1.133 0.664 1.358
H 2.212 0.695 -1.130
H -1.607 -2.897 -0.001
H 1.956 1.205 1.772
H 1.333 -0.336 1.115
H -1.097 -1.814 1.251
*
```